# 1
This record from OMol25 describes a 9-piece molecular cluster, C58H55ClNO18P2S overall at a distorted geometry. The level of theory is ωB97M-V/def2-TZVPD.

The total charge is -1.

Last column: Löwdin charge in e.
CARTESIAN COORDINATES (ANGSTROEM)
C: -8.274 -7.276 -1.829  -0.178
C: -6.767 -7.019 -1.987  -0.312
P: -6.133 -5.690 -0.771  0.462
C: -5.057 -6.884 0.313  -0.250
C: -3.665 -6.475 0.703  -0.489
C: -3.419 -5.756 2.025  -0.082
N: -2.678 -6.765 -0.057  0.106
P: -5.988 -3.932 0.725  0.274
S: -7.595 -2.776 0.940  -0.070
O: -7.081 -4.547 -1.693  -0.396
C: -6.259 -3.638 -2.381  -0.257
C: -5.056 -4.478 -2.800  -0.374
C: -3.785 -3.774 -3.324  -0.157
C: -3.852 -2.258 -3.497  -0.249
C: -3.725 -1.394 -2.238  -0.540
Cl: -2.754 -2.136 -0.931  0.610
O: -4.753 -5.256 -1.678  -0.269
H: -8.799 -6.417 -1.414  0.049
H: -8.492 -8.150 -1.217  0.054
H: -8.710 -7.474 -2.813  0.052
H: -6.587 -6.743 -3.025  0.056
H: -6.258 -7.977 -1.846  0.059
H: -7.253 -6.034 0.084  0.018
H: -4.942 -7.848 -0.179  0.069
H: -5.616 -7.066 1.233  0.066
H: -2.487 -6.123 2.449  0.066
H: -3.304 -4.689 1.834  0.055
H: -4.254 -5.912 2.701  0.052
H: -1.817 -6.413 0.364  0.027
H: -4.856 -3.126 0.479  -0.112
H: -5.814 -4.531 1.986  -0.079
H: -6.864 -3.340 -3.240  0.091
H: -6.049 -2.715 -1.828  0.077
H: -5.439 -5.044 -3.658  0.123
H: -3.605 -4.185 -4.319  0.105
H: -2.941 -4.089 -2.716  0.083
H: -4.813 -2.034 -3.963  0.097
H: -3.089 -1.940 -4.207  0.102
H: -4.676 -1.086 -1.818  0.063
H: -3.196 -0.480 -2.499  0.059
C: -0.829 -1.237 2.014  0.030
C: 0.359 -1.835 2.073  0.026
C: 1.296 -1.574 3.188  -0.397
O: 2.389 -2.111 3.241  0.073
C: 0.865 -0.624 4.236  -0.007
C: -0.316 -0.021 4.182  0.010
C: -1.261 -0.280 3.068  -0.374
O: -2.337 0.272 3.018  0.123
H: -1.523 -1.420 1.202  0.045
H: 0.695 -2.533 1.316  0.125
H: 1.574 -0.447 5.035  0.100
H: -0.643 0.685 4.936  0.124
C: 3.102 3.436 -0.001  0.024
C: 2.305 3.233 1.044  0.035
C: 2.264 1.920 1.730  -0.357
O: 1.555 1.714 2.698  0.096
C: 3.126 0.842 1.199  0.027
C: 3.919 1.039 0.154  0.014
C: 3.979 2.357 -0.522  -0.388
O: 4.715 2.547 -1.471  0.085
H: 3.150 4.387 -0.511  0.081
H: 1.662 4.008 1.442  0.123
H: 3.080 -0.114 1.708  0.097
H: 4.557 0.254 -0.230  0.106
C: 3.471 9.421 -0.959  -0.001
C: 2.708 8.400 -0.582  0.022
C: 2.852 7.063 -1.208  -0.374
O: 2.157 6.130 -0.865  0.093
C: 3.880 6.905 -2.266  0.036
C: 4.643 7.927 -2.642  0.025
C: 4.498 9.265 -2.019  -0.405
O: 5.187 10.202 -2.364  0.095
H: 3.380 10.407 -0.519  0.124
H: 1.952 8.492 0.187  0.127
H: 3.969 5.919 -2.707  0.128
H: 5.397 7.837 -3.413  0.123
C: 8.704 1.616 3.227  0.018
C: 7.534 2.242 3.139  0.001
C: 6.866 2.433 1.830  -0.370
O: 5.800 3.010 1.757  0.108
C: 7.534 1.895 0.619  0.030
C: 8.703 1.266 0.710  0.027
C: 9.380 1.078 2.020  -0.385
O: 10.444 0.503 2.099  0.102
H: 9.211 1.463 4.170  0.121
H: 7.015 2.644 3.993  0.107
H: 7.020 2.045 -0.323  0.113
H: 9.215 0.864 -0.156  0.122
C: 4.462 0.945 5.978  0.037
C: 3.522 0.885 6.918  0.028
C: 3.868 0.618 8.337  -0.379
O: 3.016 0.563 9.194  0.118
C: 5.304 0.421 8.668  0.028
C: 6.243 0.483 7.728  0.027
C: 5.893 0.751 6.314  -0.363
O: 6.751 0.810 5.452  0.058
H: 4.231 1.138 4.937  0.124
H: 2.472 1.027 6.699  0.117
H: 5.534 0.227 9.708  0.123
H: 7.294 0.343 7.945  0.123
C: 1.074 12.109 -3.563  0.030
C: 1.444 10.842 -3.402  0.025
C: 0.446 9.743 -3.380  -0.372
O: 0.785 8.588 -3.231  0.111
C: -0.982 10.110 -3.546  0.025
C: -1.354 11.377 -3.707  0.022
C: -0.356 12.477 -3.729  -0.386
O: -0.694 13.631 -3.878  0.108
H: 1.785 12.925 -3.582  0.124
H: 2.479 10.554 -3.284  0.103
H: -1.692 9.293 -3.527  0.124
H: -2.389 11.668 -3.829  0.122
C: 5.476 -3.771 2.031  0.028
C: 6.007 -4.315 3.122  0.025
C: 6.569 -3.473 4.208  -0.378
O: 7.054 -3.968 5.203  0.104
C: 6.516 -2.000 4.033  0.030
C: 5.987 -1.457 2.941  0.033
C: 5.426 -2.300 1.856  -0.376
O: 4.940 -1.795 0.867  0.094
H: 5.058 -4.364 1.229  0.125
H: 6.053 -5.386 3.274  0.122
H: 6.932 -1.403 4.831  0.099
H: 5.937 -0.384 2.794  0.111
C: -8.577 -4.097 -8.419  0.014
C: -7.456 -3.741 -7.800  0.021
C: -7.424 -3.527 -6.331  -0.367
O: -6.404 -3.202 -5.765  0.111
C: -8.688 -3.730 -5.577  0.040
C: -9.809 -4.087 -6.199  0.023
C: -9.843 -4.298 -7.667  -0.391
O: -10.862 -4.624 -8.238  0.095
H: -8.626 -4.258 -9.489  0.118
H: -6.522 -3.590 -8.327  0.119
H: -8.640 -3.577 -4.506  0.121
H: -10.741 -4.242 -5.671  0.123

# 2
This record from OMol25 describes a 9-piece molecular cluster, C58H69BClN2O5P overall at a distorted geometry. The level of theory is ωB97M-V/def2-TZVPD.

Last column: Löwdin charge in e.
CARTESIAN COORDINATES (ANGSTROEM)
C: -2.200 4.001 6.527  0.011
B: -2.702 3.137 5.304  -0.429
O: -3.819 2.361 5.478  0.164
C: -2.078 3.075 3.818  -0.177
O: -2.464 4.125 2.930  -0.156
C: -2.510 5.388 3.522  -0.594
Cl: -2.361 6.609 2.214  0.609
C: -0.546 2.866 3.783  -0.494
O: -0.369 1.592 4.523  0.023
C: -0.206 0.528 3.804  -0.406
N: -0.229 -0.468 3.219  0.185
O: 0.055 3.901 4.454  -0.084
C: 1.489 3.967 4.454  -0.161
C: 2.210 2.908 5.317  -0.137
C: 3.263 2.157 4.486  -0.433
C: 3.530 0.735 4.999  -0.072
C: 4.572 2.969 4.453  -0.066
P: 0.081 2.610 1.978  0.920
N: 0.213 4.200 1.427  -0.117
O: -1.184 2.051 1.093  -0.287
H: -1.899 3.378 7.374  0.078
H: -3.062 4.581 6.882  0.079
H: -1.421 4.720 6.293  0.054
H: -3.946 2.225 6.425  0.110
H: -2.488 2.159 3.381  0.144
H: -1.682 5.580 4.198  0.073
H: -3.475 5.589 3.989  0.094
H: 1.722 4.955 4.852  0.130
H: 1.912 3.944 3.450  0.092
H: 1.517 2.234 5.814  0.110
H: 2.753 3.427 6.112  0.116
H: 2.940 2.057 3.444  0.114
H: 3.856 0.788 6.040  0.085
H: 2.624 0.140 4.888  0.063
H: 4.339 0.304 4.410  0.078
H: 5.197 2.714 5.313  0.082
H: 5.147 2.783 3.546  0.062
H: 4.376 4.043 4.495  0.076
H: -0.106 4.926 2.054  0.014
H: 1.130 4.389 1.051  0.042
H: -1.616 1.285 1.495  0.053
C: 3.121 -0.673 -0.825  -0.095
C: 3.985 -0.046 -1.712  -0.106
C: 3.619 1.152 -2.309  -0.108
C: 2.385 1.723 -2.024  -0.090
C: 1.518 1.090 -1.144  -0.103
C: 1.887 -0.105 -0.541  -0.091
H: 3.408 -1.605 -0.354  0.095
H: 4.947 -0.491 -1.937  0.099
H: 4.297 1.644 -2.996  0.099
H: 2.101 2.660 -2.488  0.093
H: 0.551 1.527 -0.924  0.078
H: 1.210 -0.593 0.150  0.097
C: 8.565 4.781 0.796  -0.099
C: 7.992 3.784 1.573  -0.099
C: 7.132 2.861 0.993  -0.100
C: 6.843 2.937 -0.363  -0.089
C: 7.411 3.938 -1.138  -0.095
C: 8.273 4.860 -0.559  -0.098
H: 9.240 5.498 1.247  0.099
H: 8.215 3.725 2.631  0.099
H: 6.686 2.080 1.596  0.094
H: 6.172 2.216 -0.812  0.088
H: 7.182 4.001 -2.194  0.100
H: 8.718 5.640 -1.163  0.099
C: -3.090 2.175 -1.369  -0.087
C: -3.093 0.786 -1.413  -0.089
C: -3.573 0.124 -2.535  -0.101
C: -4.052 0.851 -3.616  -0.106
C: -4.056 2.238 -3.571  -0.113
C: -3.576 2.899 -2.449  -0.092
H: -2.707 2.691 -0.501  0.080
H: -2.715 0.215 -0.573  0.094
H: -3.569 -0.959 -2.569  0.100
H: -4.420 0.336 -4.496  0.096
H: -4.429 2.806 -4.415  0.103
H: -3.574 3.982 -2.417  0.105
C: 0.273 5.355 -5.621  -0.099
C: -0.268 4.354 -4.826  -0.093
C: -1.175 3.452 -5.365  -0.092
C: -1.543 3.553 -6.700  -0.093
C: -1.006 4.558 -7.494  -0.100
C: -0.097 5.458 -6.955  -0.101
H: 0.984 6.056 -5.201  0.098
H: 0.015 4.276 -3.784  0.095
H: -1.594 2.671 -4.744  0.087
H: -2.249 2.849 -7.121  0.100
H: -1.296 4.640 -8.534  0.099
H: 0.322 6.241 -7.574  0.098
C: 5.855 -4.654 5.007  -0.093
C: 4.869 -4.093 5.808  -0.096
C: 3.930 -3.233 5.254  -0.097
C: 3.978 -2.933 3.900  -0.101
C: 4.967 -3.488 3.100  -0.093
C: 5.905 -4.349 3.654  -0.101
H: 6.584 -5.329 5.437  0.101
H: 4.833 -4.326 6.864  0.099
H: 3.160 -2.797 5.877  0.100
H: 3.244 -2.264 3.467  0.096
H: 5.008 -3.249 2.045  0.097
H: 6.676 -4.784 3.031  0.087
C: 6.935 -10.044 1.767  -0.098
C: 8.298 -9.826 1.620  -0.099
C: 8.785 -8.532 1.501  -0.098
C: 7.908 -7.456 1.527  -0.101
C: 6.545 -7.675 1.667  -0.099
C: 6.058 -8.969 1.789  -0.094
H: 6.556 -11.053 1.865  0.100
H: 8.982 -10.665 1.599  0.099
H: 9.848 -8.361 1.389  0.099
H: 8.289 -6.446 1.435  0.097
H: 5.860 -6.836 1.683  0.092
H: 4.995 -9.139 1.900  0.101
C: -7.868 -2.302 -5.637  -0.090
C: -8.020 -3.620 -5.231  -0.104
C: -7.517 -4.033 -4.005  -0.098
C: -6.857 -3.128 -3.185  -0.092
C: -6.698 -1.810 -3.594  -0.096
C: -7.205 -1.397 -4.818  -0.095
H: -8.267 -1.979 -6.590  0.102
H: -8.534 -4.326 -5.872  0.087
H: -7.639 -5.062 -3.688  0.100
H: -6.466 -3.449 -2.228  0.101
H: -6.180 -1.104 -2.957  0.086
H: -7.083 -0.369 -5.135  0.099
C: -11.893 -6.501 -7.158  -0.097
C: -11.021 -6.088 -6.159  -0.104
C: -11.406 -5.096 -5.267  -0.101
C: -12.662 -4.515 -5.376  -0.093
C: -13.531 -4.924 -6.378  -0.098
C: -13.147 -5.917 -7.268  -0.099
H: -11.594 -7.278 -7.850  0.100
H: -10.041 -6.541 -6.076  0.098
H: -10.726 -4.775 -4.488  0.093
H: -12.962 -3.743 -4.680  0.101
H: -14.508 -4.467 -6.466  0.099
H: -13.826 -6.237 -8.049  0.099

| no. | highest occupied orbital energy (hartree) | E_LUMO (eV) |
| --- | --- | --- |
| 1 | -0.1433 | -0.9037 |
| 2 | -0.3154 | 0.1972 |